# 1
ORCA calculation (ωB97M-V with the def2-TZVPD basis set) on the molecule C8H9NO3S.

Values from the calculation:
**Net charge**: 0
**Frontier orbital gap**: 6.6 eV
**SMILES string**: CS(=O)(=O)/[N+]([O-])=C\c1ccccc1

Atoms and positions in Å:
1 C 1.804 -1.925 -2.435
2 C 1.445 -0.874 -3.279
3 C 1.527 -1.907 -1.058
4 C 0.833 0.289 -2.648
5 C 0.821 -0.847 -0.502
6 C 0.419 0.236 -1.266
7 C -2.210 1.034 3.340
8 C -0.357 1.328 -0.725
9 N -0.740 1.389 0.581
10 O -1.251 2.423 1.148
11 O 0.405 0.599 3.422
12 O -1.038 -1.089 2.328
13 S -0.705 0.307 2.491
14 H 2.195 -2.761 -3.031
15 H 1.937 -0.667 -4.274
16 H 1.628 -2.932 -0.567
17 H 0.736 1.277 -3.273
18 H 0.382 -1.090 0.453
19 H -2.151 0.250 4.093
20 H -2.035 2.023 3.729
21 H -3.130 0.765 2.809
22 H -0.514 2.173 -1.337

Cartesian forces, eV/Å:
C -0.239 -0.038 -1.353
C 0.523 3.685 1.506
C -0.431 -2.016 -1.066
C 0.300 -0.028 -0.726
C -0.235 -1.784 -0.114
C 0.712 0.167 -1.935
C 0.584 -1.320 -0.798
C -0.042 -1.414 3.996
N -0.024 2.222 0.007
O 0.301 -0.992 -1.683
O -1.559 0.205 -2.515
O 0.190 0.431 -0.671
S 0.856 -0.859 1.861
H 0.225 -0.087 1.116
H -1.067 -0.885 0.969
H 0.103 1.910 -0.113
H -0.133 -2.082 1.346
H 0.161 0.584 0.381
H 0.053 0.284 0.582
H -0.146 0.149 -0.276
H 0.398 0.799 -0.332
H -0.530 1.070 -0.181

Atomic partial charges in e from the natural (NBO) method, atoms 1 to 6: number 1, C, carries -0.210; number 2, C, carries -0.223; number 3, C, carries -0.202; number 4, C, carries -0.173; number 5, C, carries -0.189; number 6, C, carries -0.125

---

# 2
ORCA calculation (ωB97M-V with the def2-TZVPD basis set) on a 2-piece molecular cluster, C4H8FINO overall.

Values from the calculation:
**Net charge**: +1
**Frontier orbital gap (alpha / beta)**: 10.1 / 5.7 eV

Atoms and positions in Å:
1 C -1.072 1.236 -0.815
2 C -1.071 -0.994 1.301
3 C -0.619 -0.067 -0.943
4 C 2.657 0.121 0.817
5 N -0.717 -1.059 -0.113
6 O -1.009 2.187 -1.741
7 F 1.494 0.800 0.706
8 I 3.000 -1.099 -0.891
9 H -1.608 1.629 0.040
10 H -2.168 -1.191 1.444
11 H -0.405 -1.681 1.902
12 H -0.934 0.171 1.414
13 H -0.058 -0.272 -1.837
14 H 3.331 0.217 1.608
15 H -0.168 -1.960 -0.274
16 H -0.655 1.962 -2.619

Cartesian forces, eV/Å:
C -0.835 0.935 -0.068
C -0.826 2.858 0.018
C 0.520 0.470 -1.377
C -1.294 -1.183 -2.921
N 1.417 -3.358 1.055
O 0.122 -0.505 0.293
F 0.818 0.033 0.680
I -0.012 0.677 1.126
H 0.120 -0.224 0.162
H 1.124 -0.132 -0.012
H -0.822 1.157 -0.620
H -0.091 -2.483 1.321
H 0.042 -0.265 -0.442
H 0.625 0.489 1.183
H -1.005 1.856 -0.693
H 0.097 -0.324 0.297

Atomic partial charges in e from the natural (NBO) method, atoms 1 to 6: number 1, C, carries 0.238; number 2, C, carries -0.442; number 3, C, carries 0.022; number 4, C, carries 0.057; number 5, N, carries -0.405; number 6, O, carries -0.563

---

Computed maximum force (Eh/bohr) in order:
0.0824; 0.0738
Computed energy above the lowest of the compared OMol25 structures with the same formula, charge and spin (eV) in order:
5.366; 2.228